--- one ---
Entry from the Open Molecules 2025 dataset: C3H6N2S2 in the gas phase (ωB97M-V with the def2-TZVPD basis set).

Properties
- spin multiplicity = 1
- molecular weight (g mol⁻¹) = 134.229
- highest occupied orbital energy (eV) = -8.314

Each line ends with the Löwdin charge.
Positions of all 13 atoms, in Å:
C: -1.031 1.130 0.662  -0.109
C: -1.597 0.507 -0.547  -0.323
C: 0.831 -1.535 0.154  -0.612
H: -1.615 1.964 0.975  0.064
H: -0.940 0.416 1.506  0.065
H: -0.019 1.404 0.282  0.084
H: -2.012 1.179 -1.285  0.104
H: 1.376 -2.495 0.411  0.075
H: 3.111 0.757 -0.938  -0.146
N: -1.603 -0.710 -0.980  -0.277
N: 1.362 -0.413 -0.209  -0.477
S: -0.925 -1.856 0.134  0.851
S: 3.062 -0.349 -0.165  0.704

--- two ---
Entry from the Open Molecules 2025 dataset: C3H6N2S2 in the gas phase (ωB97M-V with the def2-TZVPD basis set).

Properties
- spin multiplicity = 1
- molecular weight (g mol⁻¹) = 134.229
- highest occupied orbital energy (eV) = -8.790

Each line ends with the Löwdin charge.
Positions of all 13 atoms, in Å:
C: 0.314 -1.605 0.422  -0.101
C: 1.247 0.558 -0.173  -0.682
C: -1.132 0.388 0.077  -0.898
H: 0.573 -2.143 -0.472  0.084
H: 1.170 -1.705 1.145  0.079
H: -0.623 -1.991 0.849  0.058
H: 1.009 1.607 -0.483  0.077
H: -0.462 2.134 0.889  0.105
H: -2.092 2.167 0.267  0.116
N: 0.143 -0.172 0.163  -0.217
N: -1.160 1.719 0.289  0.071
S: 2.802 0.050 -0.166  0.654
S: -2.491 -0.483 -0.291  0.653

Which of them is the most stable? Correct choice: two.

--- one ---
Entry from the Open Molecules 2025 dataset: C3H6N2S2 in the gas phase (ωB97M-V with the def2-TZVPD basis set).

Properties
- spin multiplicity = 1
- molecular weight (g mol⁻¹) = 134.229
- highest occupied orbital energy (eV) = -8.714

Each line ends with the Löwdin charge.
Positions of all 13 atoms, in Å:
C: 0.940 0.023 -0.166  -0.903
C: -1.171 -1.202 0.235  -0.164
C: -1.330 -0.431 -1.014  -0.138
H: 0.898 2.120 2.316  -0.119
H: 2.555 1.086 0.252  0.062
H: -2.041 -1.325 0.963  0.129
H: -0.592 -2.112 0.168  0.072
H: -0.873 -0.919 -1.898  0.099
H: -2.170 0.242 -1.274  0.113
N: 1.553 1.156 0.226  -0.411
N: -0.448 0.039 0.060  -0.124
S: 0.861 2.537 0.990  0.746
S: 1.817 -1.217 -0.859  0.639

--- two ---
Entry from the Open Molecules 2025 dataset: a molecular structure, C3H6N2S2 (ωB97M-V with the def2-TZVPD basis set).

Properties
- spin multiplicity = 1
- molecular weight (g mol⁻¹) = 134.229
- highest occupied orbital energy (eV) = -8.912

Each line ends with the Löwdin charge.
Positions of all 13 atoms, in Å:
C: -2.850 0.056 0.061  -0.476
C: 0.040 0.001 0.067  -1.107
C: 2.380 -0.815 -0.191  -0.346
H: -3.010 0.764 -0.811  0.079
H: -3.727 -0.611 0.020  0.060
H: -2.805 0.513 0.959  -0.011
H: 0.747 -1.876 -0.320  0.146
H: 2.953 -1.844 -0.862  0.201
H: 2.514 1.056 0.621  0.039
N: 1.094 -0.890 0.000  -0.128
N: 3.164 0.202 0.290  0.031
S: -1.463 -0.914 0.050  0.853
S: -0.031 1.624 -0.128  0.659

--- three ---
Entry from the Open Molecules 2025 dataset: C3H6N2S2 in the gas phase (ωB97M-V with the def2-TZVPD basis set).

Properties
- spin multiplicity = 1
- molecular weight (g mol⁻¹) = 134.229
- highest occupied orbital energy (eV) = -8.620

Each line ends with the Löwdin charge.
Positions of all 13 atoms, in Å:
C: -2.469 -0.467 0.015  -0.392
C: 0.001 0.976 0.018  -1.082
C: 0.536 -0.386 0.012  -0.273
H: -2.211 -1.036 -0.884  0.046
H: -3.544 -0.235 -0.080  0.037
H: -2.257 -0.972 0.945  0.037
H: -0.183 -1.174 -0.015  0.063
H: 3.650 -0.469 -0.020  0.083
H: 2.742 1.003 -0.038  0.004
N: 1.757 -0.801 0.005  -0.022
N: 2.790 -0.012 0.025  0.041
S: -1.723 1.196 0.012  0.841
S: 0.910 2.376 0.006  0.618

Which of them is the most stable? Correct choice: three.

--- one ---
Entry from the Open Molecules 2025 dataset: a molecular structure, CH2O2S3 (ωB97M-V with the def2-TZVPD basis set).

Properties
- spin multiplicity = 1
- molecular weight (g mol⁻¹) = 142.226
- highest occupied orbital energy (spin up / spin down) (eV) = -8.013 / -8.011

Each line ends with the Löwdin charge.
Positions of all 8 atoms, in Å:
C: 0.686 -0.924 -0.291  -0.994
O: -3.203 1.500 0.517  -0.613
O: 3.190 -0.946 -0.022  -0.458
S: -0.886 -1.123 -0.445  0.606
S: -3.265 0.065 -0.287  0.498
S: 1.857 -0.016 0.351  0.883
H: -2.487 2.098 0.374  0.009
H: 4.107 -0.654 -0.197  0.068

--- two ---
Entry from the Open Molecules 2025 dataset: CH2O2S3 in the gas phase (ωB97M-V with the def2-TZVPD basis set).

Properties
- spin multiplicity = 1
- molecular weight (g mol⁻¹) = 142.226
- highest occupied orbital energy (eV) = -9.168

Each line ends with the Löwdin charge.
Positions of all 8 atoms, in Å:
C: -0.504 -0.522 1.223  -0.677
O: -0.387 0.430 -1.422  -0.323
O: 0.596 -1.763 -0.787  -0.460
S: 2.449 0.390 -0.965  0.242
S: -1.975 -0.754 0.897  0.879
S: 0.665 -0.379 -0.410  0.299
H: -0.041 -0.192 2.074  -0.002
H: -0.446 -0.178 -2.138  0.042

Which of them is the most stable? Correct choice: two.

--- one ---
Entry from the Open Molecules 2025 dataset: C4H4N2O3 in the gas phase (ωB97M-V with the def2-TZVPD basis set).

Properties
- spin multiplicity = 1
- molecular weight (g mol⁻¹) = 128.087
- highest occupied orbital energy (eV) = -9.055

Each line ends with the Löwdin charge.
Positions of all 13 atoms, in Å:
N: -0.942 0.148 -1.226  0.110
N: 0.081 1.190 -1.157  0.055
C: 1.696 -0.397 -0.098  -0.454
C: -1.730 -0.047 0.399  -0.333
C: 0.379 0.367 -0.059  -0.221
C: -0.553 0.245 1.044  -0.041
O: 1.808 -1.329 0.864  0.126
O: 2.548 -0.202 -0.915  0.152
O: -2.836 -0.456 0.446  0.130
H: 0.966 -1.398 1.346  0.104
H: -0.647 -0.609 -1.841  0.131
H: -0.391 2.052 -0.892  0.133
H: -0.379 0.437 2.089  0.109

--- two ---
Entry from the Open Molecules 2025 dataset: a molecular structure, C4H4N2O3 (ωB97M-V with the def2-TZVPD basis set).

Properties
- spin multiplicity = 1
- molecular weight (g mol⁻¹) = 128.087
- highest occupied orbital energy (eV) = -9.954

Each line ends with the Löwdin charge.
Positions of all 13 atoms, in Å:
C: -0.215 -0.195 0.458  -0.304
C: -1.651 0.412 -0.378  0.005
C: 0.341 -1.450 -0.073  -0.131
C: 0.694 0.926 -0.122  -0.302
H: -0.087 0.506 2.591  0.188
H: -2.341 1.615 -0.054  0.233
H: -0.484 -2.445 -0.098  0.219
H: 2.344 0.579 -1.329  0.111
N: 1.496 -1.315 -0.639  0.095
N: 1.681 0.081 -0.826  0.062
O: -0.242 -0.406 2.003  -0.088
O: -2.008 -0.497 -1.336  -0.098
O: 0.471 2.190 -0.194  0.010

Which of them is the most stable? Correct choice: one.